Model i:
Below is C4H13N3 as an isolated structure, with properties calculated with the ωB97M-V functional and the def2-TZVPD basis.

HOMO energy, eV: -8.37
Gap between HOMO and LUMO, eV: 8.5

Structure (ORCA input):
```
! wB97M-V def2-TZVPD RIJCOSX def2/J DEFGRID3
* xyz 0 1
C -0.876 -1.815 -0.888
C 1.308 0.299 -1.245
N -0.073 -1.250 0.175
C 1.091 -0.443 0.064
N 2.196 -1.036 0.519
H -0.186 -1.687 1.081
H 1.971 -1.580 1.355
H -1.868 -2.052 -0.492
H -0.449 -2.733 -1.300
H -1.038 -1.089 -1.686
H 0.377 0.706 -1.638
H 1.999 1.126 -1.067
H 1.743 -0.360 -2.000
C -1.089 2.230 0.894
N -0.723 1.060 1.662
H -1.310 0.280 1.356
H 0.436 0.672 1.164
H -1.422 3.046 1.550
H -1.875 2.043 0.152
H -0.213 2.583 0.342
*
```

Model ii:
Below is the molecule C4H13N3, with properties calculated with the ωB97M-V functional and the def2-TZVPD basis.

HOMO energy, eV: -8.62
SMILES: C[C@H](N)CNCN
Gap between HOMO and LUMO, eV: 9.7

Structure (ORCA input):
```
! wB97M-V def2-TZVPD RIJCOSX def2/J DEFGRID3
* xyz 0 1
C 0.278 1.794 1.392
C 1.238 0.780 0.761
N 1.910 1.401 -0.383
C 0.515 -0.518 0.332
N -0.307 -0.345 -0.845
C -1.640 -0.849 -0.784
N -1.705 -2.262 -0.386
H 0.713 2.693 1.817
H -0.272 1.308 2.216
H -0.454 2.011 0.611
H 2.045 0.452 1.434
H 1.447 1.243 -1.254
H 2.061 2.381 -0.231
H -0.139 -0.679 1.192
H 1.161 -1.387 0.229
H 0.150 -0.427 -1.745
H -2.186 -0.289 -0.009
H -2.265 -0.694 -1.670
H -2.574 -2.503 0.069
H -1.582 -2.937 -1.120
*
```

Model iii:
Below is a 2-piece molecular cluster, C4H13N3 overall, with properties calculated with the ωB97M-V functional and the def2-TZVPD basis.

HOMO energy, eV: -7.20
SMILES: C=C(N)NC.CN
Gap between HOMO and LUMO, eV: 8.2

Structure (ORCA input):
```
! wB97M-V def2-TZVPD RIJCOSX def2/J DEFGRID3
* xyz 0 1
C -0.239 -1.790 0.549
C 0.617 -0.940 -0.098
N 1.122 0.170 0.531
N 0.767 -1.032 -1.480
C 1.907 -0.450 -2.157
H -0.579 -2.685 0.051
H -0.171 -1.886 1.620
H 1.381 0.928 -0.083
H 0.342 0.572 1.275
H 0.505 -1.941 -1.832
H 1.896 0.638 -2.050
H 2.872 -0.824 -1.785
H 1.830 -0.677 -3.220
C -1.911 1.824 0.856
N -1.211 0.926 1.771
H -3.004 1.750 0.911
H -1.607 1.573 -0.159
H -1.607 2.849 1.056
H -1.514 1.076 2.728
H -1.395 -0.079 1.518
*
```

Last place for stability: model i

Model i:
Below is the molecule C4H13N3, with properties calculated with the ωB97M-V functional and the def2-TZVPD basis.

HOMO energy, eV: -8.69
SMILES: C[C@H](CN)NCN
Gap between HOMO and LUMO, eV: 9.6

Structure (ORCA input):
```
! wB97M-V def2-TZVPD RIJCOSX def2/J DEFGRID3
* xyz 0 1
C -0.691 1.329 -0.051
C -0.476 -0.223 0.207
C -0.846 -0.628 1.603
N -2.267 -0.380 1.888
N 0.869 -0.663 -0.089
C 1.222 -0.742 -1.503
N 2.566 -0.123 -1.666
H -1.677 1.476 -0.470
H -0.654 1.848 0.914
H 0.101 1.669 -0.707
H -1.157 -0.676 -0.525
H -0.199 -0.069 2.300
H -0.629 -1.678 1.735
H -2.573 0.460 1.399
H -2.383 -0.066 2.848
H 1.535 -0.035 0.347
H 0.501 -0.145 -2.081
H 1.335 -1.786 -1.800
H 2.442 0.875 -1.815
H 2.983 -0.443 -2.535
*
```

Model ii:
Below is a 2-piece molecular cluster, C4H13N3 overall, with properties calculated with the ωB97M-V functional and the def2-TZVPD basis.

HOMO energy (spin up / spin down), eV: -7.39 / -7.39
SMILES: C/N=N\C.CCN
Gap between HOMO and LUMO (spin up / spin down), eV: 7.6 / 7.6

Structure (ORCA input):
```
! wB97M-V def2-TZVPD RIJCOSX def2/J DEFGRID3
* xyz 0 1
C -0.863 1.967 -0.720
N -0.874 0.527 -0.943
N 0.142 -0.122 -1.303
C 1.390 0.566 -1.556
H -0.560 2.505 -1.622
H -0.176 2.241 0.088
H -1.873 2.264 -0.442
H 2.149 -0.187 -1.750
H 1.717 1.199 -0.723
H 1.288 1.196 -2.441
C 0.970 -0.961 1.308
C -0.666 -1.878 1.026
N -1.781 -1.083 0.916
H 1.023 -1.149 2.378
H 1.814 -1.406 0.791
H 0.930 0.120 1.208
H -0.425 -2.367 0.087
H -0.647 -2.551 1.884
H -1.556 -0.230 0.005
H -2.000 -0.653 1.811
*
```

Last place for stability: model ii

Model i:
Below is a 2-piece molecular cluster, C4H13N3 overall, with properties calculated with the ωB97M-V functional and the def2-TZVPD basis.

HOMO energy, eV: -7.48
SMILES: C=NCC.CNN
Gap between HOMO and LUMO, eV: 8.3

Structure (ORCA input):
```
! wB97M-V def2-TZVPD RIJCOSX def2/J DEFGRID3
* xyz 0 1
C -2.180 0.639 -0.329
N -1.478 1.649 -0.488
C -0.111 1.760 -0.030
C 0.813 2.059 -1.207
H -3.207 0.643 -0.686
H -1.643 -0.410 0.286
H 0.221 0.849 0.490
H -0.080 2.590 0.681
H 1.846 2.077 -0.865
H 0.729 1.283 -1.966
H 0.556 3.016 -1.656
C 1.392 -1.810 -0.098
N 0.791 -1.431 1.161
N -0.937 -1.516 1.068
H 1.143 -1.067 -0.853
H 1.052 -2.784 -0.478
H 2.482 -1.836 0.006
H 1.020 -2.144 1.857
H -1.116 -1.090 1.974
H -1.292 -2.476 1.134
*
```

Model ii:
Below is the molecule C4H13N3, with properties calculated with the ωB97M-V functional and the def2-TZVPD basis.

HOMO energy, eV: -8.90
SMILES: NCCNCCN
Gap between HOMO and LUMO, eV: 10.0

Structure (ORCA input):
```
! wB97M-V def2-TZVPD RIJCOSX def2/J DEFGRID3
* xyz 0 1
N 0.146 0.786 2.549
C -0.321 1.759 1.526
C -1.171 1.138 0.423
N -0.286 0.484 -0.565
C -0.719 -0.807 -1.033
C 0.441 -1.502 -1.793
N 1.733 -1.669 -1.139
H 0.746 0.054 2.184
H -0.689 0.244 2.800
H -0.855 2.503 2.108
H 0.583 2.112 1.010
H -1.966 1.779 0.009
H -1.712 0.284 0.918
H 0.666 0.373 -0.254
H -1.641 -0.725 -1.641
H -1.018 -1.496 -0.211
H 0.593 -0.775 -2.588
H 0.151 -2.435 -2.315
H 2.405 -1.833 -1.893
H 2.019 -0.761 -0.726
*
```

Last place for stability: model i

Model i:
Below is the molecule C4H3N3, with properties calculated with the ωB97M-V functional and the def2-TZVPD basis.

HOMO energy, eV: -8.94
SMILES: N#Cc1ncc[nH]1
Gap between HOMO and LUMO, eV: 8.9

Structure (ORCA input):
```
! wB97M-V def2-TZVPD RIJCOSX def2/J DEFGRID3
* xyz 0 1
N 2.917 0.286 0.352
C 1.944 -0.318 0.179
C 0.782 -0.997 -0.156
N -0.300 -1.580 0.124
C -1.366 -0.733 0.086
C -0.975 0.580 -0.110
N 0.303 0.726 -0.344
H -2.379 -1.074 0.225
H -1.622 1.436 -0.069
H 0.737 1.665 -0.288
*
```

Model ii:
Below is the molecule C4H3N3, with properties calculated with the ωB97M-V functional and the def2-TZVPD basis.

HOMO energy, eV: -10.79
SMILES: N#CC1(C#N)CN1
Gap between HOMO and LUMO, eV: 11.3

Structure (ORCA input):
```
! wB97M-V def2-TZVPD RIJCOSX def2/J DEFGRID3
* xyz 0 1
N 0.571 1.436 2.365
C 0.306 0.936 1.356
C 0.239 0.192 0.127
C 1.373 0.324 -0.760
N 2.251 0.406 -1.475
C -0.754 -1.014 0.085
N -1.189 0.194 -0.604
H -0.414 -1.783 -0.541
H -1.250 -1.023 1.041
H -1.133 0.332 -1.595
*
```

Last place for stability: model i